Record 1
67
Properties=species:S:1:pos:R:3:lowdin_charge:R:1 method="wB97M-V/def2-TZVPD" homo_energy_ev=-6.11 e_tot_ha=-3661.5560 gap_ha=0.3354 e_lumo_ev=3.02 charge=-1
Br -0.450 -0.020 -0.554 0.2138
O 0.194 -3.204 0.328 -0.1176
O 2.913 1.498 -0.654 -0.0835
O -1.704 -0.443 -3.588 -0.0889
O -1.572 3.034 -1.571 -0.1570
O -3.805 0.511 -0.351 -0.0793
O 0.316 0.889 2.910 -0.0784
C 1.306 -1.256 3.428 -0.0597
C -2.022 3.810 -0.479 -0.1775
C -1.147 -1.228 -4.627 -0.5209
C -1.680 -2.659 -4.510 -0.0726
C 1.254 -3.778 -0.446 -0.5144
C -3.643 0.451 2.042 -0.0722
C 2.463 -2.863 -0.388 -0.0581
C -5.607 1.577 0.902 -0.0624
C 3.186 2.454 0.385 -0.4971
C 4.439 3.221 0.054 -0.0723
C -4.571 0.457 0.837 -0.5168
C 1.948 3.354 0.522 -0.0517
C 1.522 0.220 3.177 -0.5128
C 0.358 -1.192 -4.679 -0.0691
C 2.181 0.882 4.403 -0.0559
C 1.546 -5.158 0.127 -0.0684
H -2.639 3.191 0.180 0.0581
H 2.145 4.190 1.199 0.0797
H -2.873 0.323 -0.151 -0.0517
H -0.015 0.689 2.027 -0.0123
H -0.016 -2.329 -0.052 -0.0747
H -5.089 2.511 1.137 0.0710
H 4.248 3.860 -0.817 0.0812
H 0.619 -5.651 0.411 0.0748
H 3.060 0.289 4.665 0.0748
H -4.215 0.446 2.978 0.0766
H -6.314 1.289 1.680 0.0709
H 1.443 0.796 5.203 0.0766
H 5.218 2.531 -0.284 0.0761
H 1.159 2.818 1.059 0.0598
H 0.477 -1.726 2.894 0.0734
H -2.993 1.330 2.036 0.0755
H -6.118 1.722 -0.048 0.0740
H 1.605 3.601 -0.480 0.0873
H -1.235 -3.360 -5.227 0.0710
H -0.943 2.388 -1.208 -0.0444
H 2.182 -5.011 1.006 0.0742
H 0.871 -3.968 -1.463 0.1265
H 0.795 -0.191 -4.584 0.0814
H 2.096 -5.751 -0.605 0.0722
H 3.389 1.874 1.292 0.1130
H 2.744 -2.753 0.666 0.0710
H -1.396 -3.092 -3.540 0.0731
H 0.782 -1.521 -5.630 0.0736
H -1.144 -0.627 -2.804 -0.0510
H 2.485 1.912 4.238 0.0680
H 1.045 -1.459 4.476 0.0742
H 2.168 -1.889 3.194 0.0729
H -2.575 4.675 -0.846 0.0715
H 2.217 -1.839 -0.667 0.0541
H -1.564 -0.879 -5.585 0.1298
H -1.196 4.230 0.112 0.0651
H -2.766 -2.708 -4.554 0.0713
H 1.956 1.351 -0.641 -0.0128
H -2.992 -0.422 2.124 0.0766
H -5.140 -0.487 0.869 0.1251
H 2.206 0.377 2.332 0.1161
H 4.846 3.827 0.860 0.0734
H 0.761 -1.732 -3.814 0.0754
H 3.279 -3.379 -0.903 0.0798

=====

Record 2
68
Properties=species:S:1:pos:R:3:lowdin_charge:R:1 method="wB97M-V/def2-TZVPD" homo_energy_ev=-6.54 e_tot_ha=-1155.4706 gap_ha=0.2635 e_lumo_ev=0.63
O -1.945 -8.547 19.897 -0.1536
O -2.352 -4.876 21.766 -0.1862
O -3.067 -2.027 22.658 -0.2349
O -8.152 -2.350 23.085 -0.1902
N -4.285 -3.300 24.022 -0.0378
N 0.516 -9.420 17.330 0.0338
N -2.797 -2.687 25.576 0.0236
N -5.397 -1.784 23.073 0.1007
C -1.189 -3.720 24.167 -0.0709
C -5.223 -2.017 20.708 -0.0507
C -0.953 -8.383 18.926 -0.1969
C -0.177 -9.677 18.507 -0.4756
C -1.645 -2.402 24.680 -0.3976
C -9.147 -3.325 23.411 -0.0909
C -2.834 -1.930 21.280 -0.1080
C -7.263 -2.787 22.029 -0.1638
C 0.914 -9.993 19.504 -0.0828
C -3.735 -4.748 21.950 -0.1680
C -5.510 -5.352 23.793 -0.0375
C -2.035 -1.520 23.505 -0.1451
C -1.493 -8.222 21.144 -0.1632
C -4.091 -4.649 23.486 -0.2813
C -1.926 -5.460 20.555 -0.1212
C -6.182 -1.731 21.851 -0.3213
H -1.803 -1.752 20.974 0.1184
H -4.963 -3.067 20.841 0.0591
H -0.143 -9.312 16.573 0.0817
H 1.722 -10.683 19.261 0.0740
H -6.365 -5.166 23.143 0.0326
H -3.177 -1.753 25.634 0.0570
H -8.643 -4.222 23.771 0.0869
H -2.434 -6.400 20.338 0.0720
H -6.730 -0.789 21.874 0.1457
H -0.849 -5.624 20.580 0.0985
H -3.256 -2.799 20.776 0.0693
H -0.189 -7.661 19.212 0.1192
H -4.336 -1.384 20.715 0.0041
H -6.838 -3.737 22.351 0.0895
H -4.863 -2.702 23.449 -0.1786
H -0.287 -3.755 23.556 0.0883
H -3.586 -3.182 25.185 -0.0594
H -4.343 -5.582 21.602 0.1307
H -2.453 -0.568 23.831 0.1289
H -1.108 -1.372 22.952 0.1251
H -5.912 -4.945 24.721 0.0736
H -9.921 -3.447 22.654 0.0848
H -5.717 -1.857 19.750 0.1048
H -0.872 -4.316 25.023 0.0878
H -4.941 -0.893 23.206 0.1444
H -0.927 -10.468 18.536 0.1395
H -1.386 -7.898 18.051 0.1242
H -3.332 -5.163 24.075 0.1209
H -0.813 -1.909 25.183 0.1367
H 0.990 -10.295 17.157 0.0817
H -6.174 -1.794 23.718 0.1271
H -2.259 -8.476 21.877 0.1070
H -4.075 -3.856 21.424 0.0448
H -3.385 -1.070 20.899 0.0744
H 0.441 -10.509 20.340 0.0781
H -2.048 -4.851 19.659 0.0964
H -3.428 -2.783 23.892 0.0126
H -9.846 -2.934 24.150 0.0844
H -1.926 -4.367 23.693 0.0367
H -1.301 -7.161 21.305 0.0393
H 1.496 -9.107 19.759 0.0869
H -7.780 -2.904 21.077 0.1346
H -0.593 -8.766 21.430 0.0872
H -5.242 -6.406 23.865 0.0685

=====

Record 3
68
Properties=species:S:1:pos:R:3:lowdin_charge:R:1 method="wB97M-V/def2-TZVPD" homo_energy_ev="-10.93 / -10.93" e_tot_ha=-1155.4843 gap_ha="0.2907 / 0.0779" spin_multiplicity=2 e_lumo_ev="-3.02 / -8.81" charge=+1
O -1.873 1.895 5.891 -0.1818
O -1.195 0.721 1.094 -0.1931
O 6.079 -2.362 -2.209 -0.1584
O -2.043 0.190 -3.328 -0.2006
N 1.519 0.829 -1.488 0.0599
N -4.724 2.868 -3.047 0.0178
N 0.917 1.375 6.550 0.3719
N 3.229 -3.877 -2.496 0.0329
C -1.655 -0.907 -4.125 -0.1320
C -3.329 0.786 -3.736 -0.1243
C 4.765 -1.831 -2.168 -0.1786
C 0.070 2.605 -0.981 -0.0588
C 3.777 -2.611 -3.045 -0.4094
C -4.155 1.435 -1.349 -0.0648
C -3.692 1.877 -2.725 -0.4315
C 0.309 0.935 5.241 -0.3264
C 0.688 1.378 -0.412 -0.4338
C -0.311 0.316 0.151 -0.2242
C -1.198 0.747 5.337 -0.1448
C 2.557 -1.718 -3.295 -0.0903
C -2.099 -0.134 1.646 -0.1383
C 1.167 -0.159 4.683 -0.0257
C -3.308 1.658 6.018 -0.0377
C 6.299 -3.567 -1.581 -0.1583
H 4.215 -2.940 -3.987 0.1377
H 2.774 -4.362 -3.257 0.0723
H 0.561 1.823 4.662 0.1740
H -3.955 -0.107 -3.740 0.1235
H 0.282 -0.484 0.594 0.1180
H 4.361 -1.889 -1.157 0.1241
H 0.962 -0.220 3.615 0.0990
H -0.831 2.224 -1.463 0.0653
H -2.759 0.316 2.387 0.0829
H 7.183 -3.537 -0.944 0.0818
H -2.836 2.538 -2.587 0.1196
H -4.898 0.641 -1.422 0.0870
H -0.928 -0.166 -0.608 0.1217
H 4.877 -0.791 -2.473 0.1316
H 4.041 -4.411 -2.220 0.0372
H -1.336 -0.187 5.883 0.1432
H -3.518 0.648 6.371 0.0959
H -3.341 1.248 -4.723 0.1235
H -1.493 0.586 4.300 0.1253
H -3.298 1.005 -0.830 0.0429
H 1.799 -2.083 -3.988 0.0709
H -2.742 -0.450 0.825 0.0880
H 1.108 -1.099 5.232 0.1006
H -3.701 2.360 6.754 0.0949
H -4.486 2.234 -0.686 0.0809
H 1.046 0.529 7.086 0.1535
H 2.793 -0.693 -3.583 0.0755
H -0.760 -1.284 -3.630 0.0738
H 1.300 1.656 0.446 0.1300
H -4.560 3.083 -4.020 0.0624
H -3.728 1.982 5.065 0.0980
H 0.790 3.127 -1.612 0.0901
H 0.787 0.576 -2.137 0.0664
H -0.246 3.319 -0.221 0.0811
H -1.639 -0.996 2.129 0.0885
H 2.223 0.084 4.799 0.1003
H 0.302 2.021 7.024 0.1467
H -1.480 -0.824 -5.197 0.0878
H -2.345 -1.748 -4.196 0.0818
H 5.529 -3.890 -0.881 0.0864
H 6.664 -4.394 -2.190 0.0912
H 1.978 0.013 -1.109 0.0508
H -4.479 3.719 -2.562 0.0741
H 1.985 -1.624 -2.372 0.0501